Entry 1:
Entry from the OMol25 dataset: the ion C19H26BBrCl2F3N4O4S with charge +1 at a distorted geometry (ωB97M-V with the def2-TZVPD basis set).

For the LUMO energy, the calculation gives -0.1294 Eh. The calculation puts the total energy at -5476.38079 Eh. For the HOMO energy, the calculation gives -12.433 eV. Its SMILES is CC[C@@H](Br)[C@@]1(B(O)O)NC(N[C@@H](C)CC)=[N+](/C(Cl)=C(/C)Cl)[C@]1(c1ccncc1)S(=O)(=O)C(F)(F)F. The frontier orbital gap is 8.912 eV.

Geometry as ORCA input:
```
! RIJCOSX wB97M-V def2-TZVPD def2/J DEFGRID3
* xyz 1 1
C -4.55 -1.55 -1.66
C -3.10 -1.32 -2.16
C -2.52 0.12 -2.06
Br -3.91 1.41 -1.45
C -1.21 0.32 -1.23
B -0.32 1.24 -2.24
O -0.85 2.43 -2.69
O 0.94 0.89 -2.68
N -1.25 1.27 -0.05
C 0.09 1.27 0.29
N 0.84 2.28 0.60
C 2.28 2.17 0.90
C 3.11 3.01 -0.09
C 2.60 2.51 2.38
C 1.60 3.50 3.01
N 0.53 -0.08 0.23
C 0.68 -0.42 1.64
Cl -0.37 0.30 2.87
C 1.61 -1.25 2.12
C 1.76 -1.59 3.58
Cl 2.72 -2.03 1.06
C -0.45 -0.88 -0.61
C -1.25 -1.70 0.41
C -2.45 -1.26 0.89
C -3.15 -2.03 1.78
N -2.75 -3.21 2.24
C -1.60 -3.63 1.74
C -0.83 -2.94 0.86
S 0.27 -1.87 -1.99
O 0.00 -3.27 -1.83
O -0.29 -1.46 -3.24
C 2.14 -1.74 -2.18
F 2.73 -0.74 -1.55
F 2.66 -2.91 -1.85
F 2.36 -1.58 -3.49
H -4.68 -1.32 -0.61
H -5.28 -1.08 -2.31
H -4.71 -2.62 -1.76
H -3.18 -1.54 -3.23
H -2.46 -2.10 -1.76
H -2.33 0.46 -3.07
H -0.29 3.17 -2.48
H 0.90 0.55 -3.58
H -1.52 2.22 -0.28
H 0.39 3.18 0.63
H 2.56 1.13 0.75
H 2.66 3.99 -0.23
H 3.17 2.46 -1.03
H 4.10 3.10 0.33
H 3.62 2.90 2.43
H 2.62 1.57 2.93
H 2.01 3.91 3.93
H 0.67 2.97 3.19
H 1.46 4.32 2.30
H 0.79 -1.89 3.99
H 2.49 -2.38 3.69
H 2.11 -0.70 4.11
H -2.89 -0.32 0.59
H -4.09 -1.64 2.15
H -1.24 -4.60 2.06
H 0.10 -3.35 0.50
*
```

***

Entry 2:
Entry from the OMol25 dataset: the ion C4H3Cl2OS with charge -1 at a distorted geometry (ωB97M-V with the def2-TZVPD basis set).

For the LUMO energy, the calculation gives 0.1072 Eh. The calculation puts the total energy at -1548.04228 Eh. For the HOMO energy, the calculation gives -3.828 eV. Its SMILES is [O-]C(=S)CC=C(Cl)Cl. For the energy above the lowest of the compared OMol25 structures with the same formula, charge and spin, the calculation gives 0.567 eV. The frontier orbital gap is 6.746 eV.

Geometry as ORCA input:
```
! RIJCOSX wB97M-V def2-TZVPD def2/J DEFGRID3
* xyz -1 1
O -0.04 -0.11 2.73
C 0.45 -0.88 1.88
S 1.40 -2.15 2.00
C 0.19 -0.42 0.23
C -0.94 0.22 -0.50
C -1.15 0.32 -1.89
Cl -2.60 1.03 -2.52
Cl -0.21 -0.42 -3.14
H 0.88 0.41 0.10
H 0.68 -1.19 -0.32
H -1.74 0.57 0.04
*
```

***

Question: frontier orbital gap of number 2 (C4H3Cl2OS)?
Answer: 6.746 eV

***

Question: What is the formula in the first record?
Answer: C19H26BBrCl2F3N4O4S

***

Please write out number 1 again, unchanged.
Entry from the OMol25 dataset: the ion C19H26BBrCl2F3N4O4S with charge +1 at a distorted geometry (ωB97M-V with the def2-TZVPD basis set).

For the LUMO energy, the calculation gives -0.1294 Eh. The calculation puts the total energy at -5476.38079 Eh. For the HOMO energy, the calculation gives -12.433 eV. Its SMILES is CC[C@@H](Br)[C@@]1(B(O)O)NC(N[C@@H](C)CC)=[N+](/C(Cl)=C(/C)Cl)[C@]1(c1ccncc1)S(=O)(=O)C(F)(F)F. The frontier orbital gap is 8.912 eV.

Geometry as ORCA input:
```
! RIJCOSX wB97M-V def2-TZVPD def2/J DEFGRID3
* xyz 1 1
C -4.55 -1.55 -1.66
C -3.10 -1.32 -2.16
C -2.52 0.12 -2.06
Br -3.91 1.41 -1.45
C -1.21 0.32 -1.23
B -0.32 1.24 -2.24
O -0.85 2.43 -2.69
O 0.94 0.89 -2.68
N -1.25 1.27 -0.05
C 0.09 1.27 0.29
N 0.84 2.28 0.60
C 2.28 2.17 0.90
C 3.11 3.01 -0.09
C 2.60 2.51 2.38
C 1.60 3.50 3.01
N 0.53 -0.08 0.23
C 0.68 -0.42 1.64
Cl -0.37 0.30 2.87
C 1.61 -1.25 2.12
C 1.76 -1.59 3.58
Cl 2.72 -2.03 1.06
C -0.45 -0.88 -0.61
C -1.25 -1.70 0.41
C -2.45 -1.26 0.89
C -3.15 -2.03 1.78
N -2.75 -3.21 2.24
C -1.60 -3.63 1.74
C -0.83 -2.94 0.86
S 0.27 -1.87 -1.99
O 0.00 -3.27 -1.83
O -0.29 -1.46 -3.24
C 2.14 -1.74 -2.18
F 2.73 -0.74 -1.55
F 2.66 -2.91 -1.85
F 2.36 -1.58 -3.49
H -4.68 -1.32 -0.61
H -5.28 -1.08 -2.31
H -4.71 -2.62 -1.76
H -3.18 -1.54 -3.23
H -2.46 -2.10 -1.76
H -2.33 0.46 -3.07
H -0.29 3.17 -2.48
H 0.90 0.55 -3.58
H -1.52 2.22 -0.28
H 0.39 3.18 0.63
H 2.56 1.13 0.75
H 2.66 3.99 -0.23
H 3.17 2.46 -1.03
H 4.10 3.10 0.33
H 3.62 2.90 2.43
H 2.62 1.57 2.93
H 2.01 3.91 3.93
H 0.67 2.97 3.19
H 1.46 4.32 2.30
H 0.79 -1.89 3.99
H 2.49 -2.38 3.69
H 2.11 -0.70 4.11
H -2.89 -0.32 0.59
H -4.09 -1.64 2.15
H -1.24 -4.60 2.06
H 0.10 -3.35 0.50
*
```